[1]
The following is a quantum chemistry calculation of a structure of composition C2F3MnNO4S2 at a distorted geometry, from the OMol25 dataset.

```
13
Properties=species:S:1:pos:R:3:forces:R:3:nbo_charge:R:1
Mn -1.052901 -0.255323 1.198858 -0.58 -0.22 0.24 1.5341
N -1.858675 -0.608800 -0.802736 -0.01 0.32 -0.80 -0.9106
S -2.945795 -1.784318 -0.074737 -0.19 -0.11 0.46 0.7385
O -2.472530 -1.506514 1.439396 -0.78 -0.54 -0.62 -1.0505
S 1.131900 1.117007 1.462123 -0.84 -0.39 -0.12 1.4357
O 0.771724 -0.278789 2.028389 1.08 1.13 0.07 -1.0225
O -0.152522 1.485641 0.674879 1.31 0.39 0.61 -1.0278
C 2.236669 0.600202 0.027419 -0.14 0.04 0.23 0.7590
F 3.499641 0.863671 0.339829 0.29 -0.02 0.12 -0.3117
F 2.097906 -0.690772 -0.211516 0.02 -0.38 -0.14 -0.3019
F 1.910827 1.272465 -1.058076 -0.05 0.30 -0.42 -0.3005
O -1.472862 0.027009 -3.066702 -0.14 0.26 0.63 -0.4495
C -1.693382 -0.241479 -1.957126 0.03 -0.78 -0.27 0.9078
```
Forces are in eV/Å.

Results
Multiplicity ... 6
Expectation value of S² ... 8.7556
Kohn-Sham gap (spin up / spin down) ... 8.3 / 7.9 eV
E_HOMO (spin up / spin down) ... -0.30338 / -0.30687 hartree



[2]
The following is a quantum chemistry calculation of a structure of composition C4H5NO at a distorted geometry, from the OMol25 dataset.

```
11
Properties=species:S:1:pos:R:3:forces:R:3:nbo_charge:R:1
C 1.523738 -0.838314 0.101232 0.78 -0.75 0.39 -0.3339
C -0.525808 0.500378 -0.270436 1.73 1.12 -1.55 0.1805
C -1.105010 1.700740 0.006088 -2.06 -3.54 0.65 -0.3833
C -1.280585 -0.762195 -0.361221 -4.03 -3.01 1.80 0.2173
H 1.544301 -0.754406 1.425517 -0.89 -0.17 -4.33 0.2253
H 2.564592 -0.606008 -0.160175 -0.35 -0.21 0.07 0.2002
H 1.365217 -2.104577 -0.374780 -0.27 4.38 1.57 0.2343
H -2.224380 1.512975 0.193235 1.77 0.98 -0.23 0.2248
H -0.635864 2.615216 0.302226 0.36 0.23 -0.43 0.2349
N -2.063444 -1.656832 -0.151416 4.08 4.15 -1.39 -0.2792
O 0.837239 0.393019 -0.710266 -1.12 -3.18 3.45 -0.5208
```
Forces are in eV/Å.

Results
Multiplicity ... 1
Kohn-Sham gap ... 10.3 eV
E_HOMO ... -0.36553 hartree



[3]
The following is a quantum chemistry calculation of a cluster of 3 separate species, H2N2O3S2 in total at a distorted geometry, from the OMol25 dataset.

```
9
Properties=species:S:1:pos:R:3:forces:R:3:nbo_charge:R:1
N 1.761072 3.355382 3.598036 0.44 -0.30 2.08 0.4426
N -0.011671 2.983426 1.655811 0.76 -0.69 -2.23 0.3471
O 1.561314 3.752946 4.669565 0.17 -0.52 -2.37 -0.2136
O 0.831720 2.630948 0.873177 -0.82 0.47 1.61 -0.3090
O 0.328825 3.376380 2.863649 -0.74 0.55 1.09 -0.3817
S 3.590263 4.983455 1.705253 0.09 0.11 0.01 -0.9303
S -5.650819 -13.235944 -9.452608 0.31 0.37 0.50 -1.0826
H 2.620671 4.641023 2.568068 0.11 0.41 -0.18 0.0449
H -5.031375 -12.487616 -8.480951 -0.32 -0.39 -0.51 0.0827
```
Forces are in eV/Å.

Results
Multiplicity ... 1
Total charge ... -2
Kohn-Sham gap (spin up / spin down) ... 4.6 / 4.6 eV
E_HOMO (spin up / spin down) ... -0.05916 / -0.05916 hartree



[4]
The following is a quantum chemistry calculation of a cluster of 2 separate species, C4H10NO in total at a distorted geometry, from the OMol25 dataset.

```
16
Properties=species:S:1:pos:R:3:forces:R:3:nbo_charge:R:1
C 1.143965 1.903486 -1.386447 0.08 0.40 -0.13 0.3387
C -0.921986 -0.401199 0.698687 0.17 -0.46 -0.36 -0.1284
C 0.214034 -0.887550 0.228389 -0.64 -0.52 1.23 -0.0643
C -1.037881 0.446317 1.907134 0.02 0.07 0.11 -0.6481
N 0.264137 -1.722593 -0.981450 0.04 0.32 -0.13 -0.6932
O 0.967218 0.712726 -1.327276 0.39 0.54 -0.75 -0.6003
H 0.452474 2.573699 -1.912502 -0.14 -0.08 -0.06 0.1370
H 2.009078 2.387233 -0.918059 0.12 -0.09 0.11 0.1372
H -1.851540 -0.600476 0.177955 -0.07 -0.10 -0.17 0.2087
H 1.172160 -0.742044 0.697858 0.09 -0.02 -0.08 0.2325
H -0.085785 0.561553 2.415321 0.06 0.03 0.09 0.2275
H -1.763386 0.009767 2.592585 0.02 0.02 0.07 0.2501
H -1.417534 1.429800 1.631063 -0.02 0.08 0.02 0.2410
H 0.603477 -1.091823 -1.734235 -0.15 -0.33 0.12 0.4710
H -0.670543 -2.075755 -1.219656 0.34 0.00 0.00 0.4447
H 0.922112 -2.503142 -0.869370 -0.31 0.12 -0.09 0.4457
```
Forces are in eV/Å.

Results
Multiplicity ... 1
Total charge ... +1
Kohn-Sham gap ... 10.8 eV
E_HOMO ... -0.52085 hartree



[5]
The following is a quantum chemistry calculation of an isolated molecule of C5H13N2 at a distorted geometry, from the OMol25 dataset.

```
20
Properties=species:S:1:pos:R:3:forces:R:3:nbo_charge:R:1
C 0.394155 -0.008841 -1.987358 1.47 0.28 -0.34 -0.2559
C 1.606852 -0.344539 -1.015482 0.74 0.41 -2.12 -0.4160
C 1.325726 -0.736217 0.388515 -0.69 -0.92 -0.94 -0.6463
C 0.611344 0.118191 1.221221 0.30 1.35 1.74 -0.1682
N -0.850818 0.194377 1.241290 0.21 -1.12 -1.27 -0.7025
C -1.445938 1.155704 2.128061 -0.42 0.76 -0.72 -0.4085
N -0.779334 -0.685995 -1.412990 -0.99 0.75 -1.60 -0.7406
H 0.242731 1.056220 -2.205190 -0.36 -0.29 0.67 0.2100
H 0.677594 -0.451175 -2.946455 -0.55 -0.03 -0.01 0.1961
H 2.152293 -1.105029 -1.657780 -0.17 0.45 1.32 0.1865
H 2.243631 0.575715 -1.047907 -0.22 -0.39 -0.18 0.1744
H 1.999609 -1.482325 0.772424 0.55 0.11 0.35 0.1986
H 1.069504 0.633512 2.091888 -0.39 -0.60 0.01 0.1423
H -1.194491 -0.754795 1.400710 -0.02 0.14 0.44 0.3511
H -1.138528 1.017578 3.171055 0.24 0.46 -0.12 0.1833
H -1.244296 2.141106 1.670727 0.38 -0.12 0.91 0.1971
H -2.533212 1.117550 2.093059 -0.16 -0.44 0.03 0.1904
H -0.808707 -0.319498 -0.411683 -0.31 -0.84 0.59 0.4823
H -0.648469 -1.664147 -1.647211 0.10 -0.35 1.32 0.4263
H -1.679654 -0.457387 -1.846899 0.29 0.39 -0.09 0.3996
```
Forces are in eV/Å.

Results
Multiplicity ... 2
Expectation value of S² ... 0.7557
Kohn-Sham gap (spin up / spin down) ... 4.9 / 5.8 eV
E_HOMO (spin up / spin down) ... -0.16628 / -0.20377 hartree



Sequential energy relative to the best compared isomer or geometry (same formula, charge and spin) output: 0.0; 429.7; 63.3; 153.6; 359.9 kJ/mol